Density functional theory data (the ωB97M-V functional and the def2-TZVPD basis) for 12 unconnected molecules or ions with the total composition C42H60F6N6O18 at a distorted geometry.

Largest force on an atom   6.22 eV/Å
<S²>   0.755
HOMO energy (spin up / spin down)   -12.751 / -12.751 eV
Kohn-Sham gap (spin up / spin down)   9.146 / 2.894 eV
E_LUMO (spin up / spin down)   -0.1324 / -0.3622 hartree
Calculated total energy   -3918.004364 a.u.

Structure (ORCA input):
```
! wB97M-V def2-TZVPD RIJCOSX def2/J DEFGRID3
* xyz 1 2
C 1.926 -7.485 -0.558
C 0.940 -8.110 0.427
C -0.440 -7.421 0.336
C -0.460 -6.004 0.644
N -0.475 -4.892 0.856
H 1.404 -7.364 -1.507
H 2.691 -8.258 -0.630
H 2.378 -6.536 -0.267
H 1.307 -7.845 1.418
H 0.828 -9.174 0.220
H -1.124 -8.002 0.955
H -0.830 -7.493 -0.679
C -2.372 4.148 0.966
C -1.854 4.082 2.370
C -2.309 5.229 3.388
C -2.350 6.575 2.739
N -2.378 7.568 2.164
H -2.203 5.148 0.565
H -3.450 3.984 0.950
H -1.828 3.477 0.301
H -0.783 4.007 2.179
H -2.154 3.123 2.792
H -1.614 5.286 4.226
H -3.275 5.016 3.846
C 2.206 -1.756 3.308
C 3.476 -0.856 3.315
C 4.737 -1.495 2.842
C 4.685 -2.217 1.532
N 4.652 -2.724 0.475
H 1.332 -1.112 3.397
H 2.293 -2.442 4.150
H 2.123 -2.332 2.386
H 3.645 -0.250 4.205
H 3.147 -0.080 2.623
H 5.110 -2.250 3.535
H 5.433 -0.665 2.718
C -4.514 1.478 5.261
C -2.978 1.521 5.578
C -2.561 2.099 6.952
C -3.292 3.313 7.331
N -3.879 4.282 7.575
H -4.991 0.862 6.023
H -4.590 1.010 4.280
H -4.993 2.456 5.220
H -2.630 2.283 4.881
H -2.474 0.603 5.274
H -1.486 2.271 7.009
H -2.977 1.300 7.566
C 0.359 -2.021 -0.163
C 0.748 -0.488 -0.053
C -0.411 0.431 0.418
C -0.510 0.375 1.888
N -0.567 0.351 3.075
H 1.228 -2.664 -0.303
H -0.328 -2.225 -0.984
H 0.046 -2.462 0.784
H 1.243 -0.283 -1.002
H 1.536 -0.358 0.688
H -1.324 0.254 -0.151
H -0.218 1.486 0.224
C 1.939 2.908 -4.636
C 1.989 1.628 -3.839
C 2.969 1.571 -2.648
C 4.331 2.033 -2.877
N 5.391 2.472 -3.111
H 1.306 2.803 -5.518
H 2.905 3.352 -4.874
H 1.480 3.701 -4.046
H 2.359 0.852 -4.508
H 0.955 1.439 -3.548
H 3.089 0.554 -2.275
H 2.504 2.085 -1.807
C -5.413 2.418 -1.893
C -4.839 1.097 -2.379
O -4.353 0.473 -1.236
C -4.278 1.289 -0.279
O -3.818 1.014 0.872
O -4.803 2.424 -0.614
F -3.821 1.249 -3.218
H -6.498 2.378 -1.798
H -5.140 3.311 -2.455
H -5.588 0.428 -2.802
C -3.420 -2.774 0.169
C -3.186 -2.716 1.698
O -3.608 -3.981 2.081
C -4.536 -4.405 1.188
O -5.294 -5.339 1.342
O -4.566 -3.587 0.132
F -3.974 -1.708 2.204
H -2.506 -3.157 -0.286
H -3.584 -1.795 -0.282
H -2.177 -2.470 2.029
C -0.966 0.013 -5.196
C -0.856 -1.153 -4.196
O -1.294 -2.213 -5.018
C -1.980 -1.767 -6.068
O -2.507 -2.482 -6.917
O -1.991 -0.468 -6.074
F -1.762 -1.009 -3.229
H -0.018 0.009 -5.733
H -1.256 0.949 -4.718
H 0.133 -1.347 -3.781
C -1.473 5.216 -3.427
C -0.346 5.350 -2.408
O -0.054 3.990 -2.163
C -1.135 3.322 -2.445
O -1.232 2.093 -2.329
O -2.060 4.045 -2.926
F -0.606 5.950 -1.267
H -1.107 5.103 -4.448
H -2.153 6.068 -3.388
H 0.400 5.938 -2.943
C 4.112 -4.800 -1.923
C 5.291 -4.025 -2.501
O 4.711 -2.852 -3.029
C 3.428 -2.823 -2.709
O 2.669 -1.882 -2.991
O 3.052 -3.839 -1.895
F 5.950 -4.679 -3.508
H 4.487 -5.007 -0.921
H 3.790 -5.675 -2.488
H 5.989 -3.747 -1.712
C 5.427 1.949 0.684
C 5.453 3.077 1.654
O 4.076 3.292 1.947
C 3.271 2.436 1.309
O 2.012 2.470 1.289
O 4.081 1.504 0.628
F 5.825 4.317 1.189
H 6.076 1.117 0.959
H 5.883 2.312 -0.237
H 6.015 2.950 2.580
*
```